(1)
{
  "formula": "C23H26FN3O",
  "method": "ωB97M-V/def2-TZVPD",
  "gap_ev": 8.0,
  "smiles": "OCC[C@H]1CN(Cc2ccc3cccc(F)c3n2)CCN1Cc1ccccc1",
  "total_charge": 0,
  "homo_ev": -7.848,
  "elements": ["O", "C", "C", "C", "C", "N", "C", "C", "C", "C", "C", "C", "C", "C", "C", "F", "C", "N", "C", "C", "N", "C", "C", "C", "C", "C", "C", "C", "H", "H", "H", "H", "H", "H", "H", "H", "H", "H", "H", "H", "H", "H", "H", "H", "H", "H", "H", "H", "H", "H", "H", "H", "H", "H"],
  "coordinates": [[-6.02934, -1.62728, 0.44066], [-4.86733, -0.95748, 0.86827], [-4.07809, -0.35159, -0.29200], [-2.76328, 0.29995, 0.16898], [-1.65229, -0.75732, 0.28020], [-1.31553, -1.25844, -1.03980], [-0.40756, -2.39618, -0.99931], [0.90517, -2.07756, -0.32975], [1.11807, -2.38415, 1.03411], [2.29515, -2.02428, 1.62615], [3.27346, -1.34216, 0.87183], [4.51832, -0.94115, 1.39347], [5.41856, -0.27820, 0.60591], [5.11509, 0.01819, -0.73072], [3.91137, -0.36523, -1.25313], [3.62738, -0.07063, -2.53393], [2.95116, -1.06180, -0.48400], [1.79090, -1.43628, -1.04786], [-0.83729, -0.17853, -1.88512], [-1.93429, 0.88389, -2.00628], [-2.42309, 1.38176, -0.73733], [-1.72733, 2.52450, -0.17140], [-0.29656, 2.32005, 0.27621], [-0.00783, 1.90266, 1.57032], [1.29919, 1.68095, 1.96797], [2.34025, 1.88844, 1.07993], [2.06640, 2.31844, -0.20700], [0.75851, 2.53225, -0.60371], [-6.55556, -1.01887, -0.09031], [-4.27492, -1.71558, 1.38525], [-5.12678, -0.16979, 1.59311], [-4.68893, 0.41518, -0.77526], [-3.85701, -1.13282, -1.01964], [-2.92598, 0.73869, 1.16027], [-2.01282, -1.59276, 0.88557], [-0.77833, -0.31537, 0.78687], [-0.91380, -3.20866, -0.47046], [-0.22028, -2.69902, -2.03180], [0.35259, -2.90732, 1.58743], [2.49380, -2.25373, 2.66414], [4.74632, -1.16551, 2.42549], [6.37330, 0.02853, 1.00568], [5.82237, 0.54601, -1.35142], [-0.61938, -0.58756, -2.87379], [0.08755, 0.26848, -1.49142], [-1.57015, 1.72404, -2.59940], [-2.78620, 0.43951, -2.53071], [-2.32397, 2.86499, 0.68132], [-1.75189, 3.31034, -0.93345], [-0.81427, 1.75403, 2.27583], [1.50598, 1.35114, 2.97613], [3.36094, 1.72237, 1.39127], [2.87350, 2.48966, -0.90377], [0.55472, 2.87121, -1.60959]]
}



(2)
{
  "formula": "C23H26Ge2IMnN3S",
  "method": "ωB97M-V/def2-TZVPD",
  "gap_ev": [8.1, 7.6],
  "multiplicity": 6,
  "total_charge": 2,
  "homo_ev": [-14.075, -14.075],
  "relative_energy_kj_mol": 115.0,
  "elements": ["Mn", "S", "C", "C", "C", "C", "C", "N", "H", "H", "H", "H", "I", "C", "C", "N", "N", "C", "H", "H", "H", "C", "Ge", "C", "C", "Ge", "C", "C", "C", "C", "C", "C", "C", "C", "C", "C", "C", "C", "H", "H", "H", "H", "H", "H", "H", "H", "H", "H", "H", "H", "H", "H", "H", "H", "H", "H", "H"],
  "coordinates": [[1.11836, 0.60480, -0.95669], [-0.57954, -1.23400, -1.67789], [-1.34264, 0.14820, -2.47749], [-2.46784, 0.01230, -3.27269], [-3.01854, 1.16280, -3.81409], [-2.39774, 2.38250, -3.57839], [-1.25194, 2.41530, -2.80439], [-0.73394, 1.32000, -2.24179], [-2.88744, -0.96430, -3.45869], [-3.91554, 1.10750, -4.41079], [-2.79114, 3.29250, -3.99559], [-0.72984, 3.34360, -2.62039], [6.04616, -2.07500, -2.60619], [4.58716, -0.59280, -2.78719], [4.38266, 0.31700, -3.81269], [3.32306, 1.05800, -3.46779], [2.81916, 0.68810, -2.28149], [3.58666, -0.31950, -1.85479], [4.92336, 0.46060, -4.72599], [2.91326, 1.81820, -3.99669], [3.43186, -0.80620, -0.90509], [-2.51044, 2.80210, 0.83931], [-0.70724, 2.13060, 1.33021], [0.83656, 3.07960, 0.42241], [-0.42454, 1.93450, 3.28561], [-0.69224, -0.43230, 0.58011], [-2.00244, -1.61080, 1.49751], [-1.68444, -2.00230, 2.79221], [-2.56954, -2.78980, 3.50351], [-3.76494, -3.18760, 2.92571], [-4.07074, -2.81120, 1.62701], [-3.20284, -1.99790, 0.91831], [1.14656, -1.16480, 0.97311], [2.21006, -0.36620, 1.41301], [3.40706, -0.95000, 1.80901], [3.55196, -2.32760, 1.75641], [2.51996, -3.12310, 1.28061], [1.32876, -2.54470, 0.88221], [-2.66944, 3.77770, 1.29481], [-3.25994, 2.11530, 1.22981], [-2.62974, 2.88960, -0.23799], [0.64016, 4.14940, 0.44431], [0.97196, 2.80830, -0.64759], [1.77256, 2.91900, 0.95971], [-0.42414, 2.91790, 3.75111], [0.51376, 1.43670, 3.51901], [-1.24264, 1.35690, 3.71051], [-0.74134, -1.70560, 3.23171], [-2.33184, -3.08140, 4.51561], [-4.46414, -3.78320, 3.49481], [-4.99084, -3.13710, 1.16821], [-3.45404, -1.68030, -0.08269], [2.07996, 0.71400, 1.53141], [4.21766, -0.33870, 2.17641], [4.47056, -2.77980, 2.08941], [2.63906, -4.19420, 1.23841], [0.51546, -3.16240, 0.52351]]
}



(3)
{
  "formula": "C23H26N2O2",
  "method": "ωB97M-V/def2-TZVPD",
  "gap_ev": 8.8,
  "total_charge": 0,
  "homo_ev": -8.307,
  "relative_energy_kj_mol": 1903.0,
  "elements": ["C", "C", "C", "C", "O", "N", "C", "H", "C", "H", "H", "C", "H", "H", "C", "C", "H", "H", "H", "C", "N", "C", "O", "C", "C", "C", "C", "C", "C", "H", "H", "C", "C", "C", "C", "C", "C", "H", "H", "H", "H", "H", "H", "H", "H", "H", "H", "H", "H", "H", "H", "H", "H"],
  "coordinates": [[-1.98232, 5.07466, -1.42375], [-1.57303, 4.26552, -0.49675], [-0.15205, 4.30494, 0.18447], [0.53800, 3.11344, 0.10799], [0.01854, 2.20343, -0.47154], [1.77706, 3.22318, 0.58387], [2.36557, 4.31260, 1.38955], [2.12296, 5.11693, 1.17559], [2.73868, 3.78244, 2.77776], [1.60255, 3.72355, 3.19193], [3.32743, 4.44766, 3.50439], [3.47031, 2.41696, 2.97836], [3.25382, 2.14366, 3.78371], [4.36107, 2.41188, 2.72190], [2.72630, 1.34297, 1.96376], [2.47851, 1.95258, 0.70881], [1.92581, 1.22621, -0.12968], [3.50110, 2.11192, 0.27714], [3.31020, 0.27543, 2.03285], [1.18716, 0.94690, 2.69863], [0.61404, 0.11589, 1.62974], [0.56015, -1.21431, 1.98966], [1.19148, -1.88381, 2.80258], [-0.21988, -1.99368, 0.88730], [-0.82712, -1.57190, -0.16886], [-1.73746, -2.33203, -1.10127], [-1.51103, -3.50714, -1.34618], [-0.35921, -4.27611, -0.30364], [0.09580, -3.28727, 0.66173], [0.82126, -3.80487, 1.25193], [-0.09430, -5.26846, -0.44422], [-1.98401, -4.38576, -2.32825], [-2.31772, -3.96132, -3.49167], [-2.97711, -4.60066, -4.56795], [-3.36729, -5.91339, -4.20686], [-3.05661, -6.63393, -2.77272], [-2.36672, -5.75312, -2.07029], [-2.52367, -6.11601, -0.77281], [-3.42016, -7.50181, -2.62478], [-3.79136, -6.55058, -4.73925], [-3.29665, -4.30271, -5.44471], [-2.07002, -2.82876, -3.50599], [-2.49093, -1.70468, -1.67803], [-1.46002, -0.31163, -0.08997], [0.26904, 0.57387, 0.88393], [0.54299, 1.73775, 2.63425], [1.23301, 0.39778, 3.44891], [3.37251, 4.24203, 0.78413], [-0.15546, 4.71234, 1.23364], [0.49095, 5.31181, -0.18757], [-2.11780, 3.60032, -0.00161], [-2.82703, 4.96467, -1.90496], [-1.21731, 5.65062, -2.01517]]
}



(4)
{
  "formula": "C23H26N4O4S",
  "method": "ωB97M-V/def2-TZVPD",
  "gap_ev": 8.0,
  "total_charge": 0,
  "homo_ev": -8.733,
  "relative_energy_kj_mol": 2154.3,
  "elements": ["C", "C", "N", "C", "N", "C", "C", "H", "N", "S", "O", "O", "C", "C", "C", "C", "C", "C", "H", "H", "N", "C", "O", "C", "C", "H", "H", "H", "O", "C", "C", "C", "C", "C", "C", "C", "H", "H", "H", "C", "H", "H", "H", "H", "H", "H", "H", "H", "H", "H", "H", "C", "H", "H", "H", "H", "H", "H"],
  "coordinates": [[-3.77811, -1.23056, -3.04927], [-4.16702, -1.06655, -1.73731], [-4.29076, -2.06863, -1.02372], [-4.85241, -2.06400, 0.20978], [-5.18890, -1.05816, 0.67202], [-5.12636, 0.13768, 0.15401], [-4.72637, 0.06433, -1.05532], [-4.58495, 1.11789, -1.91978], [-5.40809, 1.44738, 0.62611], [-4.26230, 2.68101, 0.47357], [-4.57883, 3.78933, 1.61889], [-4.58613, 3.33791, -0.94077], [-2.69694, 1.72600, 0.47963], [-1.91671, 1.85284, -0.50074], [-0.78486, 1.00859, -0.59537], [-0.46842, 0.39038, 0.86105], [-1.15334, 0.42737, 1.92540], [-2.38854, 1.27862, 1.87466], [-2.87189, 1.58228, 2.59661], [-0.91804, 0.17956, 2.91847], [0.72059, -0.33760, 0.65468], [1.25115, -0.88208, 1.93724], [0.95858, -0.91684, 2.97562], [2.57992, -1.66010, 1.50628], [2.26025, -2.97888, 0.73923], [1.88332, -3.60037, 1.83191], [3.16279, -3.88996, 0.69607], [1.60103, -2.99625, 0.11583], [3.14486, -1.17115, 0.29276], [3.94945, 0.01404, 0.38111], [3.86182, 0.96446, 1.39109], [4.53165, 2.01431, 1.35421], [5.35799, 2.46912, 0.41979], [5.37007, 1.51210, -0.76421], [4.65142, 0.37353, -0.79055], [4.78334, -0.22642, -1.97800], [4.34710, 0.09825, -3.04694], [4.18396, -1.32679, -1.58770], [5.75568, -0.63736, -2.23788], [6.10675, 2.20209, -1.81580], [7.08759, 1.26943, -1.95519], [6.54788, 3.10904, -1.47569], [5.51215, 2.11699, -2.77772], [5.82922, 3.21559, 0.46401], [4.40692, 2.72055, 2.29064], [3.40501, 0.50617, 2.27824], [3.43601, -1.82268, 2.21287], [1.39964, -0.53204, -0.09789], [-0.12656, 0.99630, -1.44717], [-2.38180, 2.30722, -1.40324], [-5.63777, 1.37225, 1.62973], [-5.04240, -3.23048, 0.99648], [-4.74534, -4.08290, 0.31478], [-5.98320, -3.37170, 1.60926], [-4.20609, -3.35299, 1.95882], [-3.04664, -0.37543, -3.16641], [-3.42503, -2.28352, -3.32055], [-4.74231, -1.11917, -3.77361]]
}



Number 1: electronic energy -1231.40414 Ha. Number 2: electronic energy -7056.51962 Ha. Number 3: electronic energy -1151.39118 Ha. Number 4: electronic energy -1809.47968 Ha.